No. 1
This record from OMol25 describes C41H28BrClLuN3O7PS as an isolated structure. The level of theory is wB97M-V/def2-TZVPD.

Geometry as ORCA input:
```
! RIJCOSX wB97M-V def2-TZVPD def2/J DEFGRID3
* xyz 1 1
Lu 0.63 0.10 1.03
Cl 4.20 3.12 -5.35
C 3.13 2.53 -4.12
C 1.78 2.82 -4.18
C 0.93 2.33 -3.21
C 1.38 1.51 -2.17
O 0.53 0.98 -1.26
C 2.77 1.29 -2.08
C 3.43 0.61 -0.98
N 2.87 0.18 0.08
C 3.68 -0.41 1.07
C 4.87 0.11 1.52
C 5.59 -0.53 2.54
C 5.14 -1.69 3.09
C 3.93 -2.27 2.64
C 3.42 -3.50 3.12
C 2.28 -4.01 2.56
C 1.62 -3.29 1.55
N 2.04 -2.12 1.10
C 3.19 -1.62 1.62
C 3.62 1.79 -3.07
H 1.40 3.45 -4.97
H -0.12 2.60 -3.26
H 4.51 0.48 -1.10
H 5.24 1.05 1.11
H 6.52 -0.09 2.88
H 5.70 -2.19 3.88
H 3.94 -4.02 3.91
H 1.87 -4.95 2.90
H 0.71 -3.67 1.12
H 4.68 1.59 -3.00
O -2.68 -2.07 0.74
S -2.61 -0.66 0.60
O -2.55 0.24 1.70
O -1.25 -0.24 -0.38
C -3.80 -0.19 -0.59
C -5.10 -0.66 -0.54
C -5.97 -0.26 -1.54
C -5.52 0.58 -2.55
C -4.20 1.01 -2.58
C -3.30 0.62 -1.60
P -1.45 0.95 -1.50
C -1.54 2.70 -0.94
C -0.43 3.52 -0.70
C -0.58 4.83 -0.29
C -1.85 5.37 -0.11
C -2.96 4.57 -0.31
C -2.81 3.26 -0.72
C -1.12 0.21 -3.14
C -0.48 -1.03 -3.15
C -0.31 -1.70 -4.35
C -0.76 -1.14 -5.54
C -1.37 0.11 -5.52
C -1.56 0.78 -4.33
H -5.41 -1.32 0.26
H -6.99 -0.62 -1.54
H -6.20 0.89 -3.33
H -3.90 1.68 -3.38
H 0.58 3.15 -0.80
H 0.30 5.42 -0.11
H -1.96 6.40 0.21
H -3.95 4.97 -0.15
H -3.71 2.67 -0.85
H -0.11 -1.46 -2.23
H 0.19 -2.66 -4.36
H -0.62 -1.66 -6.47
H -1.70 0.56 -6.45
H -2.01 1.76 -4.34
O -0.12 1.81 1.65
N 1.10 2.02 1.64
Br -1.35 -4.89 7.73
C -0.92 -3.72 6.31
C -1.62 -3.83 5.11
C -1.29 -2.98 4.06
C -0.28 -2.04 4.22
C 0.40 -1.93 5.43
C 0.08 -2.77 6.48
C 0.11 -1.20 3.07
O 1.00 -0.31 3.17
O -0.41 -1.41 1.93
H -2.40 -4.56 5.00
H -1.81 -3.05 3.11
H 1.17 -1.18 5.54
H 0.60 -2.70 7.42
*
```

M, g mol⁻¹: 1028.05
HOMO, eV: -10.51
HOMO-LUMO gap, eV: 7.638



No. 2
This record from OMol25 describes one molecule with the formula C5H3NO. The level of theory is wB97M-V/def2-TZVPD.

Geometry as ORCA input:
```
! RIJCOSX wB97M-V def2-TZVPD def2/J DEFGRID3
* xyz 0 1
O -1.71 -0.48 1.30
C -1.02 -0.01 0.43
C 0.06 -0.77 -0.32
C 2.13 0.07 -0.97
C 1.41 -0.21 0.09
C -1.17 1.41 0.05
N -1.27 2.52 -0.25
H -0.07 -0.64 -1.40
H -0.03 -1.83 -0.06
H 1.67 -0.06 1.13
*
```

M, g mol⁻¹: 93.08
HOMO, eV: -11.06
HOMO-LUMO gap, eV: 9.969



No. 3
This record from OMol25 describes C7H6As2F20O7Pt as an isolated structure. The level of theory is wB97M-V/def2-TZVPD.

Geometry as ORCA input:
```
! RIJCOSX wB97M-V def2-TZVPD def2/J DEFGRID3
* xyz -2 3
Pt -26.90 4.33 28.38
As -28.68 0.75 24.89
F -29.79 1.96 24.15
F -29.94 0.06 25.98
F -27.52 -0.29 25.83
F -27.35 1.49 23.94
F -28.26 1.96 26.17
F -28.98 -0.49 23.67
As -22.40 1.85 28.89
F -22.40 1.87 30.69
F -21.69 3.46 28.84
F -22.34 1.85 27.05
F -23.24 0.23 28.91
F -24.07 2.51 28.84
F -20.90 0.94 28.89
O -26.03 6.13 23.78
C -26.18 5.81 25.08
O -27.05 6.27 25.84
O -25.58 4.86 25.62
H -26.62 6.87 23.64
O -27.67 0.79 32.49
C -27.63 1.20 31.24
O -27.82 2.35 30.89
O -27.38 0.36 30.37
H -27.80 1.57 33.04
C -28.36 7.94 31.36
C -27.05 7.47 32.21
C -25.86 7.55 31.22
F -25.90 6.52 30.49
F -25.90 8.66 30.47
F -26.81 8.35 33.19
F -27.27 6.30 32.73
O -28.60 7.00 30.27
C -29.98 6.75 29.92
C -30.72 8.17 29.56
F -30.86 8.96 30.61
F -30.29 8.89 28.57
F -29.93 5.88 28.95
F -30.55 6.09 30.88
H -28.30 8.93 30.91
H -29.21 7.88 32.05
H -24.87 7.72 31.62
H -31.73 7.87 29.29
*
```

M, g mol⁻¹: 927.00
HOMO (alpha / beta), eV: -3.16 / -2.59
HOMO-LUMO gap (alpha / beta), eV: 5.907 / 3.233